1.
C10H20NOP | ωB97M-V/def2-TZVPD

```
! wB97M-V def2-TZVPD RIJCOSX def2/J DEFGRID3
* xyz 0 1
C 3.10 2.34 0.00
C 3.10 1.05 0.27
C -2.03 -1.77 2.84
C -3.01 -1.43 1.70
C -1.03 -0.55 3.14
C -2.13 -0.99 0.44
C -0.43 0.02 1.86
C -1.48 0.29 0.73
C 2.07 -0.46 -4.05
C 1.64 0.88 -3.41
N -0.78 0.85 -0.42
O 0.56 0.79 -2.57
P 0.58 0.05 -1.11
H 4.10 2.79 -0.27
H 2.22 3.04 -0.01
H 3.88 0.40 0.25
H -2.57 -1.97 3.72
H -1.40 -2.61 2.39
H -3.87 -2.20 1.56
H -3.46 -0.40 1.88
H -1.67 0.24 3.65
H -0.12 -0.92 3.73
H -1.39 -1.84 0.35
H -2.93 -0.93 -0.37
H 0.11 1.01 2.11
H 0.32 -0.68 1.31
H -2.30 0.99 1.12
H 1.00 -1.00 -4.23
H 2.69 -0.28 -5.00
H 2.67 -0.98 -3.30
H 1.28 1.63 -4.16
H 2.55 1.38 -2.97
H -1.27 1.26 -1.15
*
```

Calculated values
- HOMO-LUMO gap (spin up / spin down) (eV) = 8.556 / 6.681
- highest occupied orbital energy (spin up / spin down) (eV) = -8.004 / -6.329
- E_LUMO (spin up / spin down) (Eh) = 0.020 / 0.013
- energy (eV) = -23515.642
- energy above the lowest of the compared OMol25 structures with the same formula, charge and spin (kcal per mole) = 80.1

Here are the Löwdin charges for atoms 1 to 6, given in e: atom 1 (C): -0.17, atom 2 (C): -0.07, atom 3 (C): -0.20, atom 4 (C): -0.21, atom 5 (C): -0.19, atom 6 (C): -0.22

2.
C37H74O16 | ωB97M-V/def2-TZVPD

```
! wB97M-V def2-TZVPD RIJCOSX def2/J DEFGRID3
* xyz 0 1
C -1.61 1.74 -5.71
O -1.80 0.77 -4.72
C -2.49 -0.33 -4.93
O -3.19 -0.57 -5.86
O -2.22 -1.13 -3.89
C -2.77 -2.42 -3.86
H -1.40 1.30 -6.68
H -0.74 2.34 -5.44
H -2.45 2.43 -5.86
H -3.71 -2.41 -3.30
H -2.05 -3.14 -3.47
H -3.06 -2.88 -4.81
C 2.59 2.48 -4.16
O 2.99 2.71 -2.82
C 3.69 1.71 -2.27
O 4.21 0.78 -2.81
O 3.77 2.02 -0.98
C 4.67 1.29 -0.15
H 2.05 1.54 -4.28
H 3.43 2.43 -4.86
H 1.95 3.30 -4.46
H 5.64 1.24 -0.63
H 4.31 0.29 0.08
H 4.74 1.81 0.80
C 3.54 2.58 5.03
O 2.90 1.34 4.79
C 3.39 0.56 3.82
O 4.51 0.64 3.38
O 2.52 -0.36 3.52
C 2.81 -1.24 2.44
H 4.37 2.46 5.73
H 2.85 3.21 5.59
H 3.94 3.13 4.19
H 3.70 -1.83 2.66
H 3.00 -0.67 1.53
H 1.97 -1.93 2.34
C 5.55 -2.52 -2.06
C 5.07 -3.92 -2.37
C 5.13 -4.62 -1.00
O 4.69 -3.59 -0.11
C 4.93 -2.28 -0.68
H 5.22 -1.81 -2.82
H 6.63 -2.51 -1.92
H 5.66 -4.50 -3.07
H 4.04 -3.80 -2.74
H 6.17 -4.96 -0.90
H 4.48 -5.50 -0.97
H 5.52 -1.74 0.05
H 3.93 -1.86 -0.83
C -2.06 3.35 -2.21
C -2.78 2.18 -1.54
C -3.52 2.82 -0.37
O -3.67 4.18 -0.68
C -2.53 4.59 -1.44
H -2.24 3.43 -3.29
H -0.98 3.20 -2.27
H -2.06 1.42 -1.24
H -3.51 1.69 -2.19
H -2.93 2.69 0.56
H -4.44 2.32 -0.08
H -1.76 4.84 -0.70
H -2.74 5.53 -1.95
C -5.23 -1.56 -0.43
C -5.47 -0.38 0.51
C -6.44 -0.87 1.60
O -6.18 -2.26 1.67
C -5.57 -2.77 0.50
H -4.20 -1.56 -0.74
H -6.00 -1.57 -1.20
H -5.82 0.51 0.00
H -4.48 -0.08 0.86
H -7.47 -0.66 1.29
H -6.33 -0.49 2.62
H -6.30 -3.44 0.04
H -4.67 -3.30 0.84
C 0.28 4.81 1.71
C -0.27 3.61 2.45
C 0.99 2.95 3.00
O 2.04 3.29 2.12
C 1.74 4.45 1.35
H 0.22 5.67 2.38
H -0.24 5.18 0.82
H -0.77 2.88 1.81
H -0.96 3.78 3.28
H 0.86 1.87 3.10
H 1.32 3.27 4.00
H 1.84 4.13 0.31
H 2.43 5.28 1.49
C -2.78 1.06 3.82
C -2.35 -0.40 3.87
C -0.99 -0.38 4.61
O -0.81 0.98 5.01
C -2.06 1.63 5.05
H -3.86 1.21 3.86
H -2.40 1.51 2.90
H -2.25 -0.90 2.91
H -3.03 -1.01 4.47
H -0.12 -0.68 4.03
H -1.04 -1.01 5.50
H -1.91 2.71 5.00
H -2.70 1.41 5.92
C -0.30 0.15 0.77
C -0.86 -0.84 -0.23
C 0.30 -1.02 -1.18
O 0.96 0.28 -1.20
C 0.67 1.03 -0.05
H 0.29 -0.47 1.46
H -1.05 0.69 1.35
H -1.77 -0.54 -0.75
H -1.03 -1.81 0.23
H -0.03 -1.37 -2.15
H 1.03 -1.65 -0.66
H 0.26 2.03 -0.21
H 1.53 1.14 0.63
C -0.81 -4.59 -1.34
C 0.51 -4.68 -2.09
C 1.56 -4.46 -0.99
O 0.85 -4.16 0.22
C -0.41 -4.79 0.12
H -1.66 -5.18 -1.68
H -1.08 -3.53 -1.46
H 0.61 -3.97 -2.90
H 0.70 -5.68 -2.51
H 2.20 -3.61 -1.24
H 2.16 -5.35 -0.79
H -1.17 -4.43 0.82
H -0.31 -5.86 0.36
*
```

Calculated values
- HOMO-LUMO gap (eV) = 9.798
- highest occupied orbital energy (eV) = -9.291
- SMILES string = COC(=O)OC.COC(=O)OC.COC(=O)OC.C1CCOC1.C1CCOC1.C1CCOC1.C1CCOC1.C1CCOC1.C1CCOC1.C1CCOC1
- E_LUMO (Eh) = 0.019
- energy (eV) = -72324.939
- energy above the lowest of the compared OMol25 structures with the same formula, charge and spin (kcal per mole) = 14.0

Here are the Löwdin charges for atoms 1 to 6, given in e: atom 1 (C): -0.06, atom 2 (O): 0.00, atom 3 (C): -0.62, atom 4 (O): 0.16, atom 5 (O): 0.00, atom 6 (C): -0.05

3.
C6H9N | ωB97M-V/def2-TZVPD

```
! wB97M-V def2-TZVPD RIJCOSX def2/J DEFGRID3
* xyz 0 1
C -2.18 -1.25 -0.76
C -1.69 -0.18 -0.49
C -0.76 0.91 -0.23
C 0.47 0.12 0.23
C 1.34 -0.39 -0.90
C 0.18 -0.70 1.43
N 1.10 0.43 1.51
H -2.76 -2.03 -1.16
H -0.62 1.44 -1.18
H -1.10 1.63 0.52
H 0.76 -0.51 -1.83
H 1.77 -1.37 -0.67
H 2.15 0.31 -1.11
H -0.75 -0.55 1.96
H 0.53 -1.74 1.43
H 2.06 0.09 1.49
*
```

Calculated values
- HOMO-LUMO gap (eV) = 10.429
- highest occupied orbital energy (eV) = -9.414
- SMILES string = C#CC[C@]1(C)CN1
- E_LUMO (Eh) = 0.037
- energy (eV) = -7854.820
- energy above the lowest of the compared OMol25 structures with the same formula, charge and spin (kcal per mole) = 77.0

Here are the Löwdin charges for atoms 1 to 6, given in e: atom 1 (C): 0.12, atom 2 (C): -0.16, atom 3 (C): -0.14, atom 4 (C): -0.54, atom 5 (C): -0.02, atom 6 (C): -0.15

4.
C6H10Cl6OP2 | ωB97M-V/def2-TZVPD

```
! wB97M-V def2-TZVPD RIJCOSX def2/J DEFGRID3
* xyz 0 1
C 1.60 0.36 0.86
C 0.64 0.63 0.17
P -0.60 0.69 -1.28
C -1.21 -1.04 -0.78
C -2.74 -1.13 -0.40
C -3.20 -0.14 0.75
Cl -4.36 -1.02 1.85
P 0.22 2.73 -1.78
O -1.08 3.72 -2.27
Cl 0.86 3.61 0.03
H 2.43 0.19 1.59
H -1.90 1.29 -1.14
H -0.23 0.20 -2.60
H -1.03 -1.76 -1.63
H -0.58 -1.38 0.09
H -3.36 -1.06 -1.35
H -2.92 -2.18 -0.01
H -3.82 0.67 0.25
H -2.36 0.35 1.30
H -1.69 3.73 -1.50
Cl 5.14 -3.15 2.58
C 5.07 -1.69 1.57
Cl 4.46 -0.33 2.54
Cl 6.68 -1.31 0.96
Cl 3.97 -1.98 0.21
*
```

Calculated values
- HOMO-LUMO gap (eV) = 8.101
- highest occupied orbital energy (eV) = -8.143
- SMILES string = C#C[PH2](CCCCl)P(O)Cl.ClC(Cl)(Cl)Cl
- E_LUMO (Eh) = -0.002
- energy (eV) = -102139.482

Here are the Löwdin charges for atoms 1 to 6, given in e: atom 1 (C): -0.01, atom 2 (C): -0.38, atom 3 (P): 0.57, atom 4 (C): -0.39, atom 5 (C): -0.33, atom 6 (C): -0.60